{"formula": "C9H15ClN2Si", "method": "ωB97M-V with the def2-TZVPD basis set", "fmax_ev_per_a": 5.013, "e_lumo_ha": 0.01396, "energy_ev": -32955.199, "homo_energy_ev": -8.70, "e_above_lowest_kcal_mol": 42.09, "species": ["C", "C", "C", "C", "C", "C", "C", "C", "C", "N", "N", "Si", "Cl", "H", "H", "H", "H", "H", "H", "H", "H", "H", "H", "H", "H", "H", "H", "H"], "positions_angstrom": [[-2.09, 1.89, 3.19], [-2.22, 2.43, 1.89], [-1.27, 0.83, 3.39], [-1.62, 1.81, 0.80], [-0.70, 0.19, 2.28], [-0.82, 0.65, 0.98], [-1.16, -1.20, -2.86], [2.19, 0.03, 0.89], [2.41, -0.94, -1.25], [-1.30, -0.70, -1.54], [1.56, -0.41, -0.25], [-0.16, -0.24, -0.50], [-4.31, -0.68, -1.98], [-2.62, 2.36, 4.15], [-2.71, 3.46, 1.63], [-1.06, 0.32, 4.32], [-1.67, 2.16, -0.24], [-0.14, -0.75, 2.49], [-0.32, -0.98, -3.52], [-1.08, -2.31, -2.82], [-2.08, -0.90, -3.32], [2.72, -0.80, 1.24], [2.85, 0.82, 0.63], [1.59, 0.30, 1.73], [2.53, -2.04, -1.13], [1.86, -0.91, -2.22], [3.45, -0.53, -1.25], [-3.08, -0.46, -1.80]]}

***

{"formula": "C18H35BClNO3S", "method": "ωB97M-V with the def2-TZVPD basis set", "fmax_ev_per_a": 4.961, "e_lumo_ha": -0.01852, "energy_ev": -50891.817, "homo_energy_ev": -8.35, "species": ["C", "C", "C", "C", "C", "C", "C", "C", "C", "C", "C", "B", "O", "O", "C", "S", "O", "C", "C", "C", "Cl", "N", "C", "C", "C", "H", "H", "H", "H", "H", "H", "H", "H", "H", "H", "H", "H", "H", "H", "H", "H", "H", "H", "H", "H", "H", "H", "H", "H", "H", "H", "H", "H", "H", "H", "H", "H", "H", "H", "H"], "positions_angstrom": [[-0.47, 4.50, -6.83], [-1.11, 4.24, -5.32], [-0.02, 4.95, -4.27], [0.59, 3.79, -3.23], [-0.55, 3.21, -2.18], [0.06, 3.35, -0.66], [-0.90, 2.74, 0.52], [-1.37, 1.19, 0.29], [-0.52, 0.07, 1.13], [-1.56, -0.82, 2.03], [-1.06, -2.30, 2.47], [-1.24, -2.27, 4.11], [-2.22, -3.03, 4.90], [-0.36, -1.33, 4.89], [-1.95, -3.35, 1.57], [-3.72, -3.75, 2.03], [-1.03, -4.46, 1.17], [0.26, -3.76, 0.90], [0.51, -3.15, -0.60], [0.46, -2.84, 2.23], [0.57, -4.18, 3.56], [1.65, -1.94, 2.42], [2.85, -2.59, 2.32], [3.78, -2.95, 3.67], [3.58, -3.04, 0.88], [0.01, 5.57, -6.84], [0.40, 3.71, -7.07], [-1.29, 4.49, -7.67], [-2.10, 4.90, -5.25], [-1.28, 3.12, -5.07], [0.92, 5.36, -4.85], [-0.56, 5.81, -3.66], [1.08, 2.88, -3.80], [1.42, 4.32, -2.58], [-1.54, 3.86, -2.29], [-0.77, 2.10, -2.51], [1.18, 2.95, -0.56], [0.14, 4.52, -0.45], [-1.88, 3.40, 0.59], [-0.27, 2.81, 1.53], [-2.50, 1.11, 0.68], [-1.36, 0.84, -0.84], [0.14, -0.53, 0.37], [0.24, 0.66, 1.83], [-2.62, -0.93, 1.50], [-1.79, -0.20, 3.02], [-3.02, -2.41, 5.01], [-0.83, -1.01, 5.72], [-2.07, -2.80, 0.52], [-3.76, -4.43, 3.26], [1.04, -4.65, 0.98], [1.15, -3.97, -1.19], [-0.52, -3.09, -1.20], [1.13, -2.17, -0.66], [4.86, -2.51, 3.57], [3.22, -2.56, 4.64], [3.79, -4.14, 3.73], [3.30, -4.13, 0.54], [4.73, -2.85, 0.97], [3.19, -2.31, 0.03]]}

***

{"formula": "C37H48N9O3Sr", "method": "ωB97M-V with the def2-TZVPD basis set", "fmax_ev_per_a": 1.639, "e_lumo_ha": 0.08768, "energy_ev": -59541.638, "homo_energy_ev": -3.71, "charge": -1, "e_above_lowest_kcal_mol": 14.34, "species": ["Sr", "C", "O", "C", "C", "C", "C", "C", "C", "N", "N", "C", "O", "C", "C", "C", "C", "C", "C", "C", "O", "H", "H", "H", "H", "H", "H", "H", "H", "H", "H", "H", "H", "C", "N", "C", "C", "N", "C", "C", "C", "C", "C", "C", "N", "C", "N", "C", "C", "N", "C", "C", "N", "C", "C", "H", "H", "H", "H", "H", "H", "H", "H", "H", "H", "H", "H", "H", "H", "H", "H", "H", "H", "H", "H", "H", "H", "H", "H", "H", "H", "H", "H", "C", "C", "C", "C", "C", "C", "N", "H", "H", "H", "H", "H", "H", "H", "H"], "positions_angstrom": [[0.04, 0.55, 0.21], [-2.52, 4.21, 1.02], [-3.66, 3.37, 1.29], [-3.98, 2.55, 0.25], [-5.15, 2.77, -0.45], [-5.56, 1.91, -1.48], [-4.76, 0.83, -1.78], [-3.56, 0.58, -1.10], [-2.81, -0.64, -1.45], [-1.64, -0.91, -1.02], [-1.15, -2.19, -1.32], [0.15, -2.22, -1.20], [0.94, -1.22, -1.02], [0.73, -3.62, -1.31], [2.10, -3.78, -1.42], [2.66, -5.06, -1.53], [1.84, -6.18, -1.51], [0.46, -6.02, -1.40], [-0.09, -4.75, -1.31], [-3.14, 1.44, -0.05], [-2.05, 1.23, 0.63], [-2.31, 4.76, 1.94], [-2.76, 4.92, 0.23], [-1.64, 3.64, 0.73], [-5.74, 3.64, -0.17], [-6.48, 2.09, -2.01], [-5.06, 0.13, -2.56], [-3.31, -1.37, -2.09], [2.72, -2.89, -1.45], [3.73, -5.17, -1.62], [2.27, -7.17, -1.59], [-0.18, -6.89, -1.40], [-1.16, -4.60, -1.23], [-1.36, -1.79, 2.35], [-1.25, -0.79, 3.41], [-2.50, -0.04, 3.61], [-0.04, -0.16, 3.60], [0.90, -0.28, 2.70], [2.27, -0.09, 3.05], [2.78, -0.36, 4.33], [4.10, -0.12, 4.67], [4.96, 0.43, 3.72], [4.49, 0.62, 2.43], [3.18, 0.29, 2.05], [2.80, 0.38, 0.69], [3.59, -0.17, -0.18], [3.63, 0.28, -1.47], [2.98, 1.54, -1.82], [3.67, -0.66, -2.58], [4.41, -1.26, 0.07], [4.08, -2.25, 1.08], [5.80, -1.27, -0.34], [0.06, 0.54, 4.78], [-0.61, 0.12, 6.00], [0.84, 1.75, 4.90], [-2.14, -2.50, 2.63], [-0.41, -2.32, 2.24], [-1.63, -1.35, 1.39], [-2.86, 0.35, 2.65], [-2.34, 0.81, 4.27], [-3.25, -0.69, 4.05], [2.10, -0.76, 5.07], [4.45, -0.33, 5.68], [5.98, 0.68, 3.97], [5.15, 1.01, 1.67], [2.97, 2.23, -0.98], [1.94, 1.37, -2.13], [3.51, 2.00, -2.66], [4.18, -1.58, -2.30], [4.20, -0.20, -3.42], [2.66, -0.91, -2.90], [3.02, -2.23, 1.30], [4.63, -2.09, 2.01], [4.33, -3.24, 0.70], [5.98, -0.48, -1.06], [6.06, -2.23, -0.80], [6.45, -1.12, 0.52], [-1.14, -0.81, 5.84], [-1.33, 0.88, 6.33], [0.13, -0.02, 6.79], [1.26, 2.04, 3.95], [1.65, 1.63, 5.62], [0.19, 2.56, 5.25], [-0.75, 2.88, -2.49], [0.15, 3.57, -1.50], [0.75, 4.81, -1.59], [1.50, 4.98, -0.38], [1.31, 3.81, 0.35], [1.84, 3.46, 1.71], [0.48, 2.95, -0.32], [-1.63, 3.49, -2.73], [-1.14, 1.94, -2.09], [-0.25, 2.65, -3.43], [0.66, 5.52, -2.40], [2.10, 5.83, -0.09], [1.54, 4.20, 2.46], [2.93, 3.37, 1.74], [1.44, 2.49, 2.03]]}

***

{"formula": "C3H4ClN3S", "method": "ωB97M-V with the def2-TZVPD basis set", "fmax_ev_per_a": 3.455, "e_lumo_ha": -0.02117, "energy_ev": -31000.769, "homo_energy_ev": -9.90, "e_above_lowest_kcal_mol": 75.40, "species": ["C", "C", "C", "N", "N", "N", "S", "Cl", "H", "H", "H", "H"], "positions_angstrom": [[-1.63, 0.26, -0.12], [-0.52, -0.70, 0.07], [0.67, -0.47, -0.83], [-2.64, -0.23, -0.68], [-1.33, -1.96, -0.31], [-2.44, -1.68, -0.76], [-0.17, -0.84, 1.86], [2.21, -1.11, -0.15], [-1.56, 1.34, -0.11], [0.82, 0.62, -0.83], [0.54, -1.18, -1.72], [0.17, -2.04, 2.06]]}

***

{"formula": "C3H6N2O2", "method": "ωB97M-V with the def2-TZVPD basis set", "fmax_ev_per_a": 4.297, "e_lumo_ha": 0.02744, "energy_ev": -10279.169, "homo_energy_ev": -8.13, "e_above_lowest_kcal_mol": 129.80, "species": ["N", "C", "O", "C", "O", "C", "N", "H", "H", "H", "H", "H", "H"], "positions_angstrom": [[-1.54, -0.08, -0.77], [-0.91, -0.27, 0.47], [-0.35, 0.88, 0.99], [-0.70, -1.42, 1.14], [1.69, -0.10, -0.18], [1.07, 1.03, 0.24], [1.15, 0.86, -1.18], [-1.19, 0.66, -1.37], [-1.58, -0.93, -1.32], [-1.08, -2.35, 0.74], [-0.32, -1.39, 2.16], [1.84, 1.70, 0.68], [1.92, 1.41, -1.61]]}

***

{"formula": "C3H7NO3", "method": "ωB97M-V with the def2-TZVPD basis set", "fmax_ev_per_a": 1.614, "e_lumo_ha": 0.02279, "energy_ev": -10857.078, "homo_energy_ev": -10.21, "e_above_lowest_kcal_mol": 29.75, "species": ["O", "C", "N", "C", "O", "C", "H", "H", "H", "H", "H", "H", "H", "O"], "positions_angstrom": [[0.82, -0.48, 1.77], [0.84, 0.05, 0.68], [0.57, 1.47, 0.81], [0.64, 2.38, -0.18], [0.74, 2.10, -1.36], [0.83, -0.64, -0.67], [0.66, 1.64, 1.84], [0.70, 3.43, 0.09], [-0.26, -0.59, -0.89], [1.26, -1.63, -0.62], [1.26, -0.09, -1.49], [-2.38, -2.82, 0.72], [-3.19, -2.11, -0.47], [-2.48, -2.71, -0.23]]}

***

{"formula": "CH5P", "method": "ωB97M-V with the def2-TZVPD basis set", "fmax_ev_per_a": 4.404, "e_lumo_ha": -0.01187, "energy_ev": -10402.404, "homo_energy_ev": -9.45, "e_above_lowest_kcal_mol": 82.90, "species": ["C", "P", "H", "H", "H", "H", "H"], "positions_angstrom": [[-0.44, -0.28, 0.53], [0.78, 0.86, -0.28], [-1.33, -0.44, -0.05], [-0.47, -0.33, 1.61], [0.88, -1.69, 0.13], [-0.28, 1.79, -0.42], [0.85, 0.10, -1.53]]}

***

{"formula": "C24H21F2N2O", "method": "ωB97M-V with the def2-TZVPD basis set", "fmax_ev_per_a": 1.979, "e_lumo_ha": -0.11245, "energy_ev": -35684.832, "homo_energy_ev": -11.48, "charge": 1, "e_above_lowest_kcal_mol": 0.00, "species": ["C", "O", "C", "C", "C", "C", "N", "C", "N", "C", "C", "C", "C", "C", "H", "H", "H", "H", "H", "H", "H", "H", "H", "H", "H", "H", "F", "C", "C", "C", "C", "C", "C", "C", "C", "C", "F", "C", "C", "C", "C", "H", "H", "H", "H", "H", "H", "H", "H", "H"], "positions_angstrom": [[4.80, -0.85, 2.92], [3.92, 0.25, 3.24], [2.58, 0.06, 3.35], [1.78, 1.23, 3.42], [0.40, 1.09, 3.35], [-0.16, -0.15, 3.05], [-1.54, -0.26, 2.76], [-2.34, 0.72, 2.25], [-3.61, 0.31, 2.47], [-4.83, 1.08, 2.38], [-3.62, -0.96, 3.02], [-2.34, -1.33, 3.16], [0.60, -1.31, 3.12], [1.97, -1.22, 3.34], [5.79, -0.39, 2.92], [4.75, -1.64, 3.69], [4.57, -1.28, 1.94], [2.25, 2.20, 3.48], [-0.24, 1.95, 3.53], [-4.63, 2.10, 2.05], [-5.52, 0.61, 1.67], [-5.32, 1.11, 3.37], [-4.53, -1.47, 3.26], [-1.91, -2.25, 3.54], [0.13, -2.28, 3.01], [2.56, -2.13, 3.46], [-5.73, 0.90, -2.76], [-4.69, 1.24, -1.93], [-3.65, 0.32, -1.76], [-2.75, 0.55, -0.72], [-2.85, 1.69, 0.07], [-1.92, 1.79, 1.32], [-1.70, 3.20, 1.95], [-0.40, 3.73, 1.95], [-0.09, 4.91, 2.61], [-1.13, 5.62, 3.19], [-0.83, 6.74, 3.93], [-2.45, 5.19, 3.13], [-2.72, 3.93, 2.55], [-3.80, 2.66, -0.22], [-4.79, 2.41, -1.18], [-3.59, -0.59, -2.37], [-1.98, -0.20, -0.50], [-0.93, 1.44, 1.00], [0.40, 3.15, 1.48], [0.95, 5.26, 2.68], [-3.26, 5.77, 3.56], [-3.73, 3.54, 2.60], [-3.82, 3.60, 0.35], [-5.63, 3.09, -1.31]]}